(1)
{"formula": "C2H10N2S", "method": "wB97M-V/def2-TZVPD", "relative_energy_kj_mol": 33.9, "multiplicity": 1, "smiles": "NCCN.S", "elements": ["N", "C", "C", "N", "H", "H", "H", "H", "H", "H", "H", "H", "S", "H", "H"], "xyz": [[-1.094, 0.329, 0.914], [-0.725, -0.411, -0.298], [0.702, -0.942, -0.177], [0.993, -1.801, -1.312], [-1.295, -0.319, 1.668], [-1.946, 0.864, 0.790], [-1.385, -1.266, -0.485], [-0.749, 0.269, -1.150], [1.378, -0.080, -0.098], [0.799, -1.518, 0.741], [0.983, -1.272, -2.176], [1.925, -2.192, -1.231], [0.676, 3.000, 1.067], [0.229, 1.717, 0.881], [-0.491, 3.621, 0.867]], "forces_ev_per_a": [[-0.2, -0.3, -0.1], [0.1, -0.3, 0.3], [-0.2, 0.5, -0.1], [0.2, -0.2, -0.1], [0.2, 0.0, 0.0], [0.0, 0.0, -0.2], [0.0, 0.1, -0.2], [-0.2, 0.0, 0.0], [0.0, -0.1, 0.1], [0.0, -0.1, 0.1], [0.0, 0.0, 0.0], [-0.1, 0.0, 0.0], [0.6, 0.1, 0.0], [-0.3, 0.6, 0.3], [-0.2, -0.3, 0.0]], "mulliken_charge": [-0.53, -0.65, -0.37, -0.60, 0.20, 0.21, 0.37, 0.35, 0.27, 0.33, 0.21, 0.23, -0.33, 0.19, 0.11]}


(2)
{"formula": "C27H80BrO13", "method": "wB97M-V/def2-TZVPD", "total_charge": -1, "multiplicity": 1, "elements": ["Br", "C", "C", "C", "O", "H", "H", "H", "H", "H", "H", "H", "H", "C", "C", "C", "O", "H", "H", "H", "H", "H", "H", "H", "H", "C", "C", "C", "O", "H", "H", "H", "H", "H", "H", "H", "H", "C", "C", "C", "O", "H", "H", "H", "H", "H", "H", "H", "H", "C", "C", "C", "O", "H", "H", "H", "H", "H", "H", "H", "H", "C", "C", "C", "O", "H", "H", "H", "H", "H", "H", "H", "H", "C", "C", "C", "O", "H", "H", "H", "H", "H", "H", "H", "H", "C", "O", "H", "H", "H", "H", "C", "O", "H", "H", "H", "H", "C", "O", "H", "H", "H", "H", "C", "O", "H", "H", "H", "H", "C", "O", "H", "H", "H", "H", "C", "O", "H", "H", "H", "H"], "xyz": [[-0.162, -0.222, -0.480], [5.360, 0.663, 0.362], [6.572, 0.994, 1.219], [6.528, 0.511, 2.651], [7.712, 0.518, 0.648], [5.182, -0.410, 0.439], [5.368, 0.984, -0.679], [4.433, 1.109, 0.724], [6.664, 2.080, 1.239], [6.561, -0.578, 2.664], [5.595, 0.777, 3.148], [7.323, 0.909, 3.282], [7.494, -0.314, 0.221], [0.593, -1.534, 4.254], [1.094, -0.699, 3.126], [2.354, 0.113, 3.481], [1.379, -1.585, 2.100], [1.250, -2.372, 4.488], [-0.362, -1.963, 3.951], [0.478, -0.943, 5.163], [0.302, -0.033, 2.783], [2.718, 0.647, 2.603], [3.121, -0.558, 3.871], [2.173, 0.806, 4.302], [1.105, -1.130, 1.301], [-3.010, 2.473, 0.877], [-3.199, 4.009, 0.794], [-2.663, 4.748, 2.025], [-2.481, 4.401, -0.351], [-3.632, 2.051, 1.666], [-1.979, 2.134, 0.981], [-3.352, 1.940, -0.010], [-4.256, 4.214, 0.622], [-1.608, 4.573, 2.238], [-3.253, 4.523, 2.912], [-2.702, 5.820, 1.830], [-1.696, 3.853, -0.274], [-1.848, 1.472, 4.258], [-2.831, 1.219, 5.395], [-3.063, -0.264, 5.856], [-2.415, 1.950, 6.520], [-1.611, 2.536, 4.241], [-2.210, 1.068, 3.312], [-0.920, 0.942, 4.470], [-3.804, 1.635, 5.135], [-2.062, -0.695, 5.864], [-3.523, -0.814, 5.035], [-3.641, -0.423, 6.767], [-2.479, 2.890, 6.337], [-1.984, -4.602, -2.366], [-3.393, -4.814, -1.807], [-3.409, -5.497, -0.444], [-4.099, -3.647, -1.602], [-1.415, -4.008, -1.652], [-2.024, -4.049, -3.304], [-1.519, -5.582, -2.475], [-3.940, -5.433, -2.518], [-4.386, -5.873, -0.142], [-3.141, -4.848, 0.389], [-2.720, -6.342, -0.438], [-3.495, -3.086, -1.110], [3.501, -0.737, -2.421], [2.579, -1.810, -3.033], [2.362, -3.054, -2.156], [1.337, -1.172, -3.361], [4.483, -1.132, -2.161], [3.131, -0.360, -1.468], [3.563, 0.122, -3.089], [3.002, -2.132, -3.985], [1.546, -3.694, -2.491], [2.081, -2.691, -1.168], [3.245, -3.691, -2.094], [1.030, -0.758, -2.550], [2.342, 3.257, -0.448], [1.141, 3.790, 0.286], [0.881, 5.286, 0.218], [-0.031, 3.192, -0.303], [2.545, 2.229, -0.149], [3.251, 3.806, -0.203], [2.145, 3.305, -1.519], [1.251, 3.429, 1.308], [0.442, 5.631, -0.718], [1.752, 5.920, 0.385], [0.266, 5.623, 1.053], [0.045, 2.236, -0.326], [0.459, -4.326, 0.789], [1.195, -4.248, 2.005], [1.018, -4.229, -0.142], [-0.061, -5.284, 0.792], [-0.301, -3.545, 0.769], [1.256, -3.304, 2.168], [0.148, -3.990, -5.296], [-0.474, -2.779, -4.929], [-0.303, -4.452, -6.174], [1.181, -3.721, -5.521], [0.187, -4.639, -4.422], [0.059, -2.340, -4.262], [-2.477, 4.270, -3.728], [-1.245, 3.728, -3.413], [-2.257, 5.337, -3.693], [-2.845, 3.931, -4.697], [-3.290, 4.032, -3.042], [-1.096, 3.787, -2.466], [-3.247, -1.967, 1.484], [-2.698, -2.079, 0.168], [-4.157, -2.538, 1.672], [-2.545, -2.130, 2.302], [-3.531, -0.921, 1.608], [-2.066, -1.397, -0.072], [-3.204, -0.642, -3.141], [-2.029, 0.039, -3.619], [-4.021, -0.720, -3.858], [-3.022, -1.696, -2.931], [-3.513, -0.127, -2.231], [-1.392, 0.024, -2.901], [1.229, 2.221, -4.809], [-0.091, 1.836, -5.102], [1.466, 3.280, -4.914], [1.543, 1.786, -3.860], [1.893, 1.607, -5.418], [-0.733, 2.355, -4.611]], "forces_ev_per_a": [[0.2, 0.3, 0.1], [-0.9, -0.3, 0.7], [-1.4, 1.5, 0.6], [-1.1, -0.3, 0.5], [2.1, -0.8, -1.4], [0.0, -0.3, -0.3], [0.7, -0.1, 0.0], [0.1, 0.1, 0.5], [0.1, 0.3, 0.0], [0.2, -0.1, 0.0], [-0.2, 0.1, 0.0], [0.2, 0.0, -0.4], [0.2, -0.2, -0.1], [-0.5, -0.1, 0.8], [0.7, 0.7, 0.8], [-0.4, -0.3, 0.3], [0.5, -0.3, -0.9], [0.2, 0.1, -0.1], [-0.1, 0.0, 0.2], [-0.2, 0.0, 0.1], [-0.1, 0.3, 0.1], [0.1, 0.0, 0.1], [0.2, -0.2, -0.3], [-0.2, 0.3, -0.1], [-0.1, -0.1, -1.0], [-0.9, -0.2, 0.4], [0.8, -1.4, 0.1], [-0.4, 0.3, -0.2], [-0.4, 0.8, -0.3], [0.2, 0.0, 0.4], [0.1, 0.4, 0.4], [-0.2, 0.5, -0.4], [0.0, 0.2, 0.1], [0.0, -0.5, -0.1], [0.0, 0.0, 0.1], [-0.3, 0.1, 0.0], [0.9, 0.1, -0.4], [0.0, -1.1, 0.4], [-1.2, -0.4, 0.3], [1.2, 0.8, -1.7], [0.5, 0.1, 1.3], [-0.2, 0.0, -0.4], [0.0, 0.4, -0.1], [0.1, 0.0, 0.1], [-0.3, -0.1, -0.5], [0.0, -0.3, 0.8], [-0.4, 0.1, 0.0], [0.3, 0.4, 0.0], [0.0, 0.0, -0.1], [-0.6, 0.1, 0.5], [0.2, -0.9, 0.7], [0.5, -1.1, 0.3], [-0.9, 1.1, -1.1], [0.2, 0.0, 0.1], [0.1, -0.2, -0.1], [0.2, 0.1, -0.2], [-0.2, 0.0, -0.1], [-0.2, 0.0, -0.5], [0.4, 0.4, -0.3], [0.1, -0.2, 0.2], [0.0, 0.7, 0.5], [-0.1, -0.5, 0.3], [-0.1, 0.2, 0.0], [0.0, 0.7, 0.2], [0.5, -0.7, -0.4], [0.2, 0.0, -0.4], [-0.5, -0.1, 0.1], [0.2, -0.1, -0.1], [0.0, 0.1, -0.2], [-0.1, 0.2, -0.3], [0.1, -0.2, 0.2], [0.2, 0.2, 0.1], [-0.5, 0.2, 0.5], [0.5, 0.2, -0.3], [-0.5, -0.3, -0.5], [0.4, 0.7, 0.7], [-0.1, 0.7, 0.2], [-0.3, -0.2, -0.2], [0.0, 0.2, -0.1], [0.2, -0.1, -0.1], [-0.3, 0.3, 0.4], [-0.1, -0.4, 0.0], [0.6, -0.4, -0.2], [-0.6, -0.3, -0.2], [0.1, -0.8, 0.0], [-0.7, -0.2, 0.5], [0.0, -0.6, -0.7], [0.5, -0.1, 0.2], [0.0, -0.1, -0.2], [-0.2, 0.1, -0.1], [0.3, 0.4, 0.2], [0.9, 1.0, 0.8], [-1.2, -0.4, -0.7], [-0.3, 0.1, 0.2], [0.4, -0.5, -0.4], [-0.2, -0.6, -0.2], [0.3, 0.4, 0.2], [-0.7, 1.1, 0.1], [1.0, -1.4, 0.1], [-1.1, 0.5, -0.5], [0.5, 0.1, -0.2], [0.2, -0.1, 0.4], [0.0, -0.1, 0.2], [0.4, 1.8, -0.3], [-1.1, -1.7, 0.6], [0.2, -0.4, -0.7], [0.4, -0.5, -0.2], [-0.3, 0.2, 0.2], [0.5, 0.6, 0.4], [0.8, -0.1, 0.4], [-1.1, -0.4, -0.6], [0.2, 0.8, -0.3], [0.4, 0.0, 0.3], [-0.5, -0.2, 0.1], [0.2, 0.0, 0.2], [0.1, -1.4, 0.2], [0.3, 0.0, -0.9], [-0.1, 0.1, 0.1], [-0.2, 0.7, 0.9], [-0.1, 0.3, -0.9], [0.2, 0.2, 0.5]], "mulliken_charge": [0.13, -0.94, 0.47, -1.24, -0.56, 0.43, 0.39, -0.06, 0.27, 0.31, 0.24, 0.35, 0.37, -1.78, 1.98, -1.45, -0.34, 0.52, 0.14, 0.45, -0.19, 0.05, 0.39, 0.44, -0.54, -1.07, 0.47, -1.23, -0.49, 0.52, 0.17, 0.20, 0.37, 0.04, 0.40, 0.36, 0.12, -0.06, 0.24, -1.07, -0.60, 0.28, -0.11, -0.12, 0.28, 0.16, 0.27, 0.37, 0.32, -0.66, 0.34, -1.10, -0.55, -0.08, 0.22, 0.47, 0.39, 0.30, 0.09, 0.34, 0.22, -1.27, 0.53, -0.81, -0.21, 0.47, 0.08, 0.39, 0.24, 0.17, -0.08, 0.43, -0.29, -1.15, 0.88, -1.43, 0.73, 0.05, 0.43, 0.18, 0.11, 0.23, 0.43, 0.33, -0.58, -0.11, -0.69, 0.07, 0.38, -0.10, 0.46, -0.62, -0.47, 0.26, 0.27, 0.21, 0.32, -0.75, -0.48, 0.30, 0.28, 0.26, 0.23, -0.71, 0.20, 0.36, 0.17, 0.20, -0.42, -0.14, -0.38, 0.34, -0.15, 0.09, 0.09, -0.46, -0.49, 0.36, -0.09, 0.34, 0.40]}


(3)
{"formula": "C32H33AsN3O6SSr", "method": "wB97M-V/def2-TZVPD", "total_charge": -1, "relative_energy_kj_mol": 61.2, "multiplicity": 1, "elements": ["Sr", "O", "C", "C", "N", "C", "C", "O", "O", "C", "C", "O", "O", "H", "H", "H", "H", "H", "H", "H", "H", "H", "C", "C", "O", "N", "C", "C", "C", "C", "C", "C", "N", "H", "H", "H", "H", "H", "H", "H", "H", "H", "H", "S", "C", "C", "C", "C", "C", "C", "As", "C", "C", "C", "C", "C", "C", "C", "C", "C", "C", "C", "C", "H", "H", "H", "H", "H", "H", "H", "H", "H", "H", "H", "H", "H", "H"], "xyz": [[-0.424, -0.862, -1.368], [-2.199, -2.294, -0.265], [-2.134, -3.555, -0.939], [-0.698, -4.076, -1.061], [0.188, -3.193, -1.848], [-0.040, -3.298, -3.307], [-1.259, -2.511, -3.880], [-1.902, -3.035, -4.777], [-1.435, -1.357, -3.361], [1.622, -3.244, -1.490], [2.440, -2.009, -1.981], [3.636, -2.151, -2.174], [1.749, -0.944, -2.113], [-1.881, -2.462, 0.661], [-2.587, -3.411, -1.922], [-2.749, -4.282, -0.399], [-0.715, -5.081, -1.511], [-0.280, -4.159, -0.054], [-0.142, -4.352, -3.597], [0.838, -2.882, -3.805], [2.110, -4.145, -1.881], [1.698, -3.262, -0.398], [1.463, 3.887, -0.549], [1.130, 2.678, -1.382], [0.782, 1.622, -0.878], [1.218, 2.838, -2.722], [0.900, 1.760, -3.636], [-0.561, 1.678, -3.985], [-0.988, 1.678, -5.306], [-2.339, 1.542, -5.574], [-3.223, 1.427, -4.518], [-2.700, 1.444, -3.231], [-1.410, 1.566, -2.961], [1.727, 3.553, 0.450], [0.578, 4.516, -0.467], [2.273, 4.477, -0.977], [1.383, 3.768, -3.069], [1.262, 0.829, -3.185], [1.492, 1.884, -4.547], [-0.264, 1.758, -6.105], [-2.695, 1.514, -6.596], [-4.283, 1.295, -4.670], [-3.366, 1.324, -2.382], [-0.730, -2.936, 2.296], [-1.378, -1.810, 3.480], [-2.114, -2.264, 4.586], [-2.632, -1.390, 5.518], [-2.430, -0.017, 5.388], [-1.692, 0.452, 4.310], [-1.173, -0.435, 3.374], [-0.197, 0.130, 1.799], [1.644, -0.386, 2.234], [2.591, -0.314, 1.223], [3.901, -0.709, 1.463], [4.270, -1.155, 2.722], [3.324, -1.218, 3.737], [2.011, -0.845, 3.494], [-0.064, 2.047, 2.198], [-1.073, 2.869, 1.710], [-1.097, 4.222, 2.009], [-0.093, 4.774, 2.795], [0.922, 3.963, 3.275], [0.936, 2.606, 2.982], [-2.271, -3.330, 4.689], [-3.200, -1.785, 6.352], [-2.834, 0.675, 6.114], [-1.520, 1.518, 4.214], [2.326, 0.030, 0.229], [4.616, -0.685, 0.652], [5.290, -1.470, 2.911], [3.602, -1.578, 4.719], [1.273, -0.930, 4.283], [-1.862, 2.459, 1.084], [-1.896, 4.843, 1.625], [-0.105, 5.830, 3.030], [1.709, 4.384, 3.888], [1.730, 1.979, 3.374]], "forces_ev_per_a": [[-0.6, 2.2, 1.2], [-0.1, -0.3, -0.4], [0.0, 0.1, -0.1], [0.3, 0.0, -0.2], [0.0, -0.2, -0.2], [0.0, -0.3, 0.2], [0.4, -0.1, 0.4], [-0.2, -0.1, -0.3], [-0.4, -0.2, -0.6], [-0.1, -0.3, -0.2], [-0.5, -0.4, 0.0], [0.3, -0.1, 0.0], [0.7, 0.1, -0.2], [0.1, 0.0, 0.2], [0.0, 0.0, 0.0], [0.2, -0.1, 0.0], [-0.1, 0.0, 0.1], [0.0, 0.0, -0.1], [0.1, 0.1, 0.0], [0.0, 0.0, 0.0], [0.0, 0.0, 0.1], [0.0, 0.0, 0.0], [0.0, 0.0, 0.0], [-0.1, -0.1, 0.0], [0.1, -0.2, 0.1], [0.0, 0.1, 0.1], [0.4, -0.1, -0.3], [-0.1, -0.1, -0.1], [0.1, 0.0, 0.1], [-0.1, 0.0, -0.1], [0.2, 0.0, 0.2], [-0.3, 0.0, -0.2], [0.0, 0.0, 0.1], [0.0, 0.0, 0.0], [-0.1, 0.0, 0.0], [0.0, 0.0, 0.0], [0.0, -0.1, -0.1], [-0.1, 0.0, 0.0], [-0.1, 0.1, 0.0], [0.0, 0.0, 0.0], [0.0, 0.0, 0.0], [-0.1, 0.0, 0.0], [0.0, 0.0, 0.0], [0.0, 0.1, 0.3], [-0.1, -0.5, 0.0], [0.0, -0.2, -0.1], [0.0, 0.2, 0.0], [0.0, -0.1, -0.1], [-0.1, 0.0, 0.2], [0.3, 0.4, -0.2], [0.2, 0.0, -0.1], [-0.4, 0.1, 0.1], [0.1, 0.0, -0.2], [0.0, 0.0, 0.0], [0.1, 0.0, 0.0], [0.0, 0.0, 0.0], [0.1, 0.0, 0.0], [-0.1, -0.2, 0.1], [-0.2, 0.1, -0.1], [0.1, 0.0, 0.0], [-0.1, 0.0, -0.1], [0.1, 0.0, 0.1], [0.1, 0.0, 0.0], [0.0, 0.0, 0.0], [0.0, 0.0, 0.0], [0.0, 0.0, 0.0], [0.0, -0.1, 0.0], [-0.1, 0.0, 0.0], [0.0, 0.0, 0.0], [0.0, 0.0, 0.0], [0.0, 0.0, 0.0], [0.0, 0.0, 0.0], [0.1, -0.1, 0.0], [0.0, 0.1, 0.0], [0.0, 0.1, 0.0], [0.0, 0.0, 0.0], [0.0, 0.0, 0.0]], "mulliken_charge": [1.72, -0.48, -0.74, -0.68, 0.36, -0.58, 0.07, -0.80, -0.49, -0.57, 0.14, -0.79, -0.47, 0.02, 0.32, 0.45, 0.26, 0.41, 0.22, 0.40, 0.23, 0.31, -1.41, 0.40, 0.55, -0.09, -0.30, 0.98, -0.90, -0.33, -0.75, -0.21, 0.04, 0.20, 0.34, 0.44, 0.23, -0.41, 0.37, 0.38, 0.38, 0.40, 0.37, -0.62, 0.54, -0.79, -0.56, -0.80, -0.38, -0.12, 0.52, 0.51, -0.29, -0.68, -0.60, -0.65, -0.12, 0.17, -0.32, -0.79, -0.45, -0.72, -0.27, 0.42, 0.34, 0.38, 0.38, 0.48, 0.44, 0.35, 0.40, 0.38, 0.36, 0.39, 0.34, 0.36, 0.38]}


| no. | Kohn-Sham gap (Eh) |
| --- | --- |
| 1 | 0.3668 |
| 2 | 0.3297 |
| 3 | 0.2493 |